A structure of composition C9H14F5IrNOS at a distorted geometry, computed with ωB97M-V/def2-TZVPD.

The strongest force on any atom comes out at 4.1 eV Å⁻¹. The calculation puts the energy above the lowest of the compared OMol25 structures with the same formula, charge and spin at 170.82 kJ/mol. The molar mass is 471.491 g mol⁻¹. As for the charge: +1. As for the orbital gap: 7.97 eV. The value obtained for the LUMO energy is -3.45 eV.

Last column: Löwdin charge in e.
CARTESIAN COORDINATES (ANGSTROEM)
H (-2.37, 1.05, 3.76)  0.0808
F (-0.33, 2.62, 0.73)  -0.0348
H (-0.30, -2.13, -2.01)  0.1129
H (-0.61, 1.93, -1.51)  0.0753
C (0.56, 1.56, 0.60)  -0.4928
F (0.64, 0.79, 2.85)  0.1296
H (-0.72, 0.59, -2.45)  0.0881
H (1.58, -1.99, 1.89)  0.1220
H (-4.79, 0.92, 0.82)  0.0651
H (-5.01, 2.17, 2.07)  0.0732
F (1.42, 1.96, -0.37)  0.0648
F (1.40, 2.77, 2.48)  0.1755
H (-1.29, 2.41, 3.31)  0.0472
C (-4.43, 1.29, 1.78)  -0.2278
Ir (-0.39, -0.13, 0.08)  1.3319
H (3.10, -0.55, 0.21)  0.1222
N (-1.02, 1.00, -1.58)  0.0241
C (0.32, -1.79, -1.19)  -0.2647
H (-2.03, 1.12, -1.60)  0.0877
C (1.31, 1.55, 1.97)  -0.5963
C (1.36, -1.77, 0.85)  -0.1117
H (-3.00, 2.74, 3.71)  0.0765
O (-2.10, 0.45, 1.15)  -0.6700
H (-0.47, -3.01, 0.50)  0.1112
H (-4.49, 0.51, 2.53)  0.0750
C (1.51, -1.00, -1.26)  -0.1180
F (2.54, 1.06, 1.85)  0.1645
H (1.88, -0.49, -2.14)  0.1259
C (-2.31, 2.02, 3.27)  -0.2167
C (0.23, -2.26, 0.14)  -0.2550
S (-2.74, 1.79, 1.56)  0.9310
C (2.17, -1.04, -0.03)  -0.0967


A structure of composition C9H14FO7V at a distorted geometry, computed with ωB97M-V/def2-TZVPD.

The spin multiplicity is 5. The strongest force on any atom comes out at 5.7 eV Å⁻¹. The molar mass is 304.146 g mol⁻¹. As for the charge: 0. The expectation value of S² is 6.186. As for the orbital gap (spin up / spin down): 6.97 / 5.60 eV. The value obtained for the LUMO energy (spin up / spin down) is -2.59 / -3.76 eV.

Last column: Löwdin charge in e.
CARTESIAN COORDINATES (ANGSTROEM)
O (-2.57, -2.47, -0.53)  -0.1360
C (2.99, 2.45, 0.97)  0.0990
H (-4.00, -2.81, 0.78)  0.0754
C (3.23, -0.23, 2.15)  0.1308
O (1.01, -0.81, -1.79)  -0.1213
H (-3.05, 0.72, -0.55)  0.0166
V (-0.87, 0.95, 2.06)  1.2573
C (-3.94, 0.16, -2.14)  -0.2013
O (0.59, 1.91, 0.78)  -0.0788
H (1.46, 1.18, -1.76)  0.0481
F (-1.56, -0.13, 0.40)  -0.4735
H (0.12, 0.99, -2.64)  0.0731
H (3.07, 3.41, 0.50)  0.1336
H (3.25, -1.19, 2.66)  0.1364
C (4.35, 0.58, 2.01)  -0.2596
C (-3.01, -3.22, 0.56)  -0.1810
C (1.07, 0.47, -2.48)  -0.1290
H (-4.47, -0.69, -1.71)  0.0704
H (-4.65, 0.68, -2.78)  0.0843
O (5.49, 0.23, 2.58)  0.0783
H (-2.99, -0.19, -2.54)  0.0835
H (1.57, 0.42, -3.45)  0.0821
H (-3.08, -4.25, 0.21)  0.0783
H (0.25, -0.79, -1.20)  0.0389
C (1.90, 0.24, 1.77)  -0.2952
O (-3.69, 1.08, -1.16)  -0.1317
O (0.83, -0.28, 2.03)  -0.0456
C (4.22, 2.00, 1.42)  -0.2822
O (5.22, 2.86, 1.52)  0.0557
C (1.78, 1.62, 1.03)  -0.2802
H (-2.18, -1.68, -0.14)  0.0005
H (-2.35, -3.19, 1.43)  0.0732


A cluster of 2 separate species, C9H14N2O in total at a distorted geometry, computed with ωB97M-V/def2-TZVPD.

The strongest force on any atom comes out at 4.9 eV Å⁻¹. The calculation puts the energy above the lowest of the compared OMol25 structures with the same formula, charge and spin at 423.47 kJ/mol. Its SMILES is [O-]/[NH+]=C/c1ccccc1.CNC. The molar mass is 166.224 g mol⁻¹. As for the charge: 0. As for the orbital gap (spin up / spin down): 8.04 / 8.04 eV. The value obtained for the LUMO energy (spin up / spin down) is -0.06 / -0.06 eV.

Last column: Löwdin charge in e.
CARTESIAN COORDINATES (ANGSTROEM)
H (-2.73, 0.79, 1.19)  0.0914
H (-3.97, -0.42, 0.71)  0.0353
H (5.24, 0.25, 0.55)  0.1055
H (1.98, 3.47, -0.14)  0.1272
C (1.38, 0.19, -0.22)  -0.0385
H (0.40, 0.26, -0.42)  0.0412
H (-3.51, -2.02, -0.82)  0.0891
H (3.98, 2.31, 0.78)  0.1496
O (-0.71, 3.82, -0.29)  -0.1139
H (-0.53, 1.95, 0.34)  0.1729
H (-2.83, -0.62, 2.05)  0.0907
C (-2.36, -1.95, -0.73)  -0.1473
N (-1.99, -0.76, 0.02)  -0.2019
C (2.14, -0.96, -0.18)  -0.0843
C (2.04, 1.34, 0.14)  -0.2412
C (4.16, 0.17, 0.42)  -0.0807
N (0.02, 2.80, -0.08)  -0.1555
H (-1.91, -2.05, -1.66)  0.0398
H (3.86, -2.00, 0.26)  0.0930
C (1.36, 2.58, -0.07)  -0.0090
H (-2.02, -2.87, -0.01)  0.1204
C (-2.98, -0.30, 0.98)  -0.1479
H (1.75, -1.98, -0.58)  0.1374
H (-1.83, -0.02, -0.62)  0.0643
C (3.44, 1.36, 0.35)  -0.0474
C (3.51, -1.02, 0.05)  -0.0901


The molecule C9H14N2O2 at a distorted geometry, computed with ωB97M-V/def2-TZVPD.

The strongest force on any atom comes out at 5.3 eV Å⁻¹. The calculation puts the energy above the lowest of the compared OMol25 structures with the same formula, charge and spin at 226.22 kJ/mol. Its SMILES is CC[C@H]1[C@H](CC)C(=O)N(C#N)[C@H]1O. The molar mass is 182.223 g mol⁻¹. As for the charge: 0. As for the orbital gap: 10.48 eV. The value obtained for the LUMO energy is 0.40 eV.

Last column: Löwdin charge in e.
CARTESIAN COORDINATES (ANGSTROEM)
C (-1.02, -0.87, 0.71)  -0.1395
C (0.43, -2.62, -0.73)  -0.0947
C (-2.48, -1.04, 0.36)  -0.4334
N (-2.91, 0.19, -0.07)  0.0948
H (0.46, 1.26, 1.63)  0.1214
H (-1.76, 1.75, -1.23)  0.1532
C (0.77, 0.99, 0.59)  -0.2301
C (1.41, 2.12, -0.21)  -0.1095
H (-0.08, -2.44, -1.72)  0.0967
H (-1.14, -0.78, 1.77)  0.1505
C (-0.26, -2.32, 0.62)  -0.1234
H (-1.08, -2.98, 0.83)  0.0859
H (0.71, 2.97, -0.21)  0.0551
H (2.44, 2.40, 0.28)  0.1069
O (-3.20, -1.97, 0.46)  0.1365
H (-2.15, 3.03, 0.37)  0.1294
O (-1.67, 2.25, 0.68)  0.0514
H (1.37, -2.20, -0.89)  0.0359
N (-5.05, 1.33, -0.28)  0.1697
H (0.64, -3.65, -0.85)  0.0498
C (-0.46, 0.35, -0.07)  -0.2303
H (0.41, -2.51, 1.42)  0.0904
C (-1.65, 1.30, -0.27)  -0.2223
H (1.58, 0.16, 0.74)  0.1400
C (-4.04, 0.82, -0.22)  -0.3127
H (1.53, 1.96, -1.33)  0.0905
H (-0.06, 0.02, -1.02)  0.1378


The molecule C9H14N2O2 at a distorted geometry, computed with ωB97M-V/def2-TZVPD.

The strongest force on any atom comes out at 4.5 eV Å⁻¹. The calculation puts the energy above the lowest of the compared OMol25 structures with the same formula, charge and spin at 198.66 kJ/mol. Its SMILES is COC(=O)[C@@H](C(C)C)n1ccnc1. The molar mass is 182.223 g mol⁻¹. As for the charge: 0. As for the orbital gap: 9.71 eV. The value obtained for the LUMO energy is 0.75 eV.

Last column: Löwdin charge in e.
CARTESIAN COORDINATES (ANGSTROEM)
C (0.02, -2.51, -0.11)  -0.0819
C (2.11, -1.27, -0.52)  -0.0601
H (-0.13, -0.11, -1.83)  0.1570
H (1.50, 3.00, 1.92)  0.0686
O (1.66, 1.49, -1.39)  0.0970
H (-1.17, 0.80, 1.71)  0.1182
H (0.56, -3.32, 0.50)  0.1044
C (-0.19, 0.01, -0.77)  -0.1753
C (1.69, 2.77, 0.94)  0.0060
H (-2.52, -0.69, -1.96)  0.1589
H (2.71, -0.75, 0.16)  0.0483
H (-0.97, -2.47, 0.45)  0.0972
C (0.65, -1.12, -0.01)  -0.3277
N (-3.65, 0.12, -0.30)  0.0484
H (1.69, 3.50, 0.19)  0.0790
H (-3.99, 0.87, 1.68)  0.0972
H (2.34, -2.38, -0.45)  0.0941
H (2.64, 2.21, 0.80)  0.1115
C (-2.58, -0.11, -0.97)  -0.2123
H (-0.13, -2.82, -1.08)  0.0525
C (-3.26, 0.49, 0.98)  -0.1212
C (-1.91, 0.64, 0.92)  -0.0668
C (0.73, 1.24, -0.65)  -0.4171
H (2.28, -0.84, -1.55)  0.0995
O (0.64, 1.85, 0.56)  -0.0686
N (-1.47, 0.20, -0.31)  -0.0599
H (0.74, -0.78, 1.07)  0.1530


A cluster of 2 separate species, C9H14N2O2 in total at a distorted geometry, computed with ωB97M-V/def2-TZVPD.

The strongest force on any atom comes out at 4.3 eV Å⁻¹. The calculation puts the energy above the lowest of the compared OMol25 structures with the same formula, charge and spin at 27.56 kJ/mol. Its SMILES is O=c1cc[nH]c(=O)[nH]1.C1CCCC1. The molar mass is 182.223 g mol⁻¹. As for the charge: 0. As for the orbital gap: 9.90 eV. The value obtained for the LUMO energy is 0.22 eV.

Last column: Löwdin charge in e.
CARTESIAN COORDINATES (ANGSTROEM)
C (1.80, 1.27, 0.95)  -0.0489
H (3.70, -1.46, 1.21)  0.1877
C (-2.50, -0.61, -1.19)  -0.1978
H (2.67, 0.32, 2.57)  0.1285
C (2.40, 0.21, 1.53)  -0.0528
H (-2.36, -1.12, -2.18)  0.1123
N (2.89, -0.90, 0.82)  0.1226
C (2.93, -0.83, -0.57)  -0.4971
C (-1.61, 0.62, -1.07)  -0.1954
H (-0.28, 0.82, 0.67)  0.0525
O (3.58, -1.64, -1.28)  0.0325
C (-1.36, 0.78, 0.46)  -0.1790
H (-1.78, 1.74, 0.78)  0.1138
C (-2.06, -0.42, 1.11)  -0.2199
H (-3.55, -0.30, -1.07)  0.1117
H (-2.00, 1.50, -1.56)  0.1037
C (1.68, 1.30, -0.44)  -0.4728
H (-1.51, -0.70, 2.04)  0.1130
H (-0.67, 0.41, -1.57)  0.0834
O (1.21, 2.27, -1.09)  0.0490
H (1.35, 2.11, 1.50)  0.1457
H (-3.04, -0.15, 1.45)  0.0967
H (2.32, 0.28, -2.16)  0.1923
N (2.27, 0.22, -1.12)  0.2040
H (-1.13, -1.95, -0.09)  0.1110
C (-2.12, -1.48, 0.04)  -0.2004
H (-2.83, -2.28, 0.25)  0.1038